Below is a 7-piece molecular cluster, C5H24NO6 overall in a non-equilibrium geometry, with properties calculated with the ωB97M-V functional and the def2-TZVPD basis.

Properties
energy relative to the best compared isomer or geometry (same formula, charge and spin): 0.0 kcal/mol
frontier orbital gap: 0.3963 hartree
max |F|: 2.07 eV Å⁻¹
total charge: +1

Each line ends with the Mulliken charge.
Cartesian coordinates (Å):
C  2.520  -1.608  1.298  -1.04
C  1.245  -1.800  2.104  -0.20
C  0.087  -2.333  1.251  -1.09
C  -0.337  -1.320  0.228  0.52
C  -0.110  -1.353  -1.072  -0.95
N  -1.130  -0.201  0.809  -0.09
H  3.331  -1.113  1.884  0.33
H  2.984  -2.531  0.946  0.33
H  2.346  -1.014  0.425  0.16
H  1.462  -2.478  2.897  0.38
H  0.954  -0.856  2.594  0.26
H  -0.746  -2.681  1.830  0.32
H  0.388  -3.307  0.795  0.41
H  -0.406  -0.594  -1.799  0.25
H  0.462  -2.159  -1.496  0.34
H  -0.616  0.728  0.575  0.27
H  -2.110  -0.160  0.406  0.45
H  -1.233  -0.236  1.822  0.42
H  0.405  4.295  -2.059  0.28
H  1.405  3.952  -0.985  0.35
O  0.718  3.565  -1.517  -0.70
H  -0.198  2.710  -0.190  0.38
H  0.768  2.409  0.858  0.39
O  -0.175  2.266  0.670  -0.70
H  1.530  2.061  -1.998  0.37
H  2.647  1.234  -2.538  0.25
O  2.089  1.275  -1.796  -0.60
H  2.583  2.033  -0.237  0.38
H  3.221  2.551  1.063  0.30
O  2.466  2.664  0.475  -0.69
H  -5.169  -0.965  -2.730  0.32
H  -4.663  -2.351  -2.304  0.33
O  -4.474  -1.408  -2.221  -0.69
H  -4.477  0.038  0.468  0.29
H  -4.006  -0.831  -0.653  0.37
O  -3.758  -0.482  0.197  -0.68



Below is C27H26F6GaN5O4S2Si as an isolated structure in a non-equilibrium geometry, with properties calculated with the ωB97M-V functional and the def2-TZVPD basis.

Properties
energy relative to the best compared isomer or geometry (same formula, charge and spin): 4.2 kcal/mol
frontier orbital gap: 0.2634 hartree
max |F|: 1.10 eV Å⁻¹
total charge: 0

Each line ends with the Mulliken charge.
Cartesian coordinates (Å):
Ga  -0.506  0.355  0.156  0.43
C  4.125  -0.176  -3.244  -0.53
C  2.756  0.008  -3.369  -1.00
C  1.975  0.160  -2.236  0.26
C  2.565  0.123  -0.976  -0.27
C  3.937  -0.050  -0.846  -0.39
C  4.712  -0.201  -1.982  -0.66
N  1.694  0.306  0.145  1.18
N  2.176  0.139  1.263  -0.64
C  1.253  0.342  2.326  -0.46
C  1.763  0.179  3.614  -0.48
C  0.915  0.329  4.695  -0.64
C  -0.431  0.619  4.479  -0.65
C  -0.930  0.758  3.188  -0.36
C  -0.091  0.662  2.081  0.72
H  4.738  -0.306  -4.129  0.41
H  2.297  0.027  -4.351  0.45
H  0.902  0.289  -2.316  0.39
H  4.374  -0.072  0.145  0.40
H  5.782  -0.338  -1.886  0.43
H  2.809  -0.080  3.740  0.46
H  1.290  0.207  5.704  0.39
H  -1.097  0.732  5.328  0.44
H  -1.986  0.958  3.040  0.51
N  -0.048  6.583  -0.265  -0.47
C  -0.087  5.224  -0.329  1.00
C  -1.083  4.553  -1.045  -0.79
C  -1.081  3.182  -1.072  -0.76
N  -0.175  2.418  -0.441  0.55
C  0.800  3.068  0.215  -0.12
C  0.890  4.434  0.288  -1.13
H  -0.813  7.123  -0.619  0.20
H  0.596  7.039  0.350  0.20
H  -1.854  5.101  -1.575  0.41
H  -1.818  2.662  -1.657  0.79
H  1.541  2.457  0.706  0.25
H  1.714  4.890  0.826  0.38
C  -1.192  -2.821  -1.665  -1.22
Si  -0.315  -2.138  -0.165  0.65
C  -0.959  -2.932  1.400  -1.17
C  1.478  -2.702  -0.304  0.70
C  2.301  -2.791  0.827  0.13
C  3.619  -3.227  0.730  -0.97
C  4.147  -3.579  -0.507  -0.46
C  3.350  -3.495  -1.642  -0.69
C  2.032  -3.066  -1.537  -0.38
H  -1.098  -3.913  -1.687  0.47
H  -0.776  -2.414  -2.594  0.26
H  -2.247  -2.560  -1.632  0.28
H  -1.264  -3.965  1.204  0.43
H  -1.814  -2.387  1.785  0.16
H  -0.195  -2.938  2.183  0.28
H  1.910  -2.522  1.804  0.15
H  4.232  -3.298  1.625  0.42
H  5.171  -3.928  -0.583  0.42
H  3.755  -3.770  -2.612  0.42
H  1.420  -3.015  -2.435  0.27
F  -4.555  2.700  -0.987  -0.21
C  -4.285  1.667  -1.767  0.55
F  -5.394  1.077  -2.164  -0.18
F  -3.624  2.100  -2.849  -0.17
S  -3.151  0.452  -0.865  0.47
O  -2.738  1.088  0.390  -0.59
O  -2.011  0.340  -1.774  -0.57
N  -3.915  -0.897  -0.730  -0.12
S  -5.392  -0.983  -0.057  0.96
O  -5.875  0.293  0.403  -0.60
O  -6.226  -1.843  -0.829  -0.65
C  -5.052  -1.902  1.484  0.69
F  -6.201  -2.074  2.125  -0.22
F  -4.235  -1.177  2.255  -0.21
F  -4.504  -3.083  1.217  -0.23



Below is a 3-piece molecular cluster, C24H25NO3 overall in a non-equilibrium geometry, with properties calculated with the ωB97M-V functional and the def2-TZVPD basis.

Properties
energy relative to the best compared isomer or geometry (same formula, charge and spin): 60.4 kcal/mol
frontier orbital gap: 0.3206 hartree
max |F|: 3.31 eV Å⁻¹
total charge: 0
SMILES string: CCCCOc1ccc2c(c1)C(=O)NC2=O.c1ccccc1.c1ccccc1

Each line ends with the Mulliken charge.
Cartesian coordinates (Å):
C  4.612  -4.659  0.166  -0.88
C  4.170  -4.212  -1.306  -0.59
C  3.391  -2.818  -1.211  -0.49
C  2.272  -3.005  -0.132  -0.65
O  1.121  -2.105  -0.340  -0.35
C  0.017  -2.884  0.061  0.39
C  -0.050  -3.364  1.462  -0.01
C  -1.179  -4.206  1.882  -0.66
C  -2.163  -4.509  0.853  0.44
C  -2.096  -4.039  -0.534  0.31
C  -0.983  -3.202  -0.948  -0.53
C  -3.317  -4.617  -1.317  -0.02
O  -3.486  -4.580  -2.499  -0.50
N  -4.104  -5.206  -0.277  -0.13
C  -3.441  -5.394  0.980  0.04
O  -3.721  -6.080  1.918  -0.51
H  5.476  -5.368  0.129  0.32
H  3.734  -5.155  0.671  0.24
H  4.848  -3.760  0.800  0.24
H  5.036  -4.173  -2.006  0.37
H  3.381  -4.956  -1.608  0.30
H  4.106  -1.986  -0.990  0.30
H  2.923  -2.621  -2.212  0.24
H  2.617  -2.937  0.929  0.16
H  1.864  -4.050  -0.265  0.49
H  0.771  -3.097  2.171  0.38
H  -1.276  -4.583  2.923  0.40
H  -0.944  -2.848  -2.001  0.44
H  -5.038  -4.810  -0.141  0.28
C  1.191  2.922  1.565  -0.33
C  1.368  1.698  0.930  -0.54
C  0.290  1.070  0.318  -0.08
C  -0.967  1.664  0.345  -0.62
C  -1.145  2.883  0.987  -0.13
C  -0.067  3.513  1.596  -0.64
H  2.033  3.415  2.036  0.37
H  2.347  1.234  0.911  0.38
H  0.429  0.117  -0.181  0.37
H  -1.807  1.175  -0.135  0.38
H  -2.127  3.344  1.013  0.37
H  -0.206  4.465  2.095  0.44
C  -2.570  7.754  0.229  -0.50
C  -2.585  8.289  -1.054  -0.38
C  -1.674  7.842  -2.004  -0.32
C  -0.746  6.863  -1.670  -0.57
C  -0.726  6.335  -0.385  -0.03
C  -1.639  6.779  0.564  -0.26
H  -3.285  8.098  0.968  0.36
H  -3.307  9.054  -1.314  0.35
H  -1.688  8.257  -3.005  0.36
H  -0.038  6.513  -2.411  0.36
H  0.001  5.576  -0.122  0.37
H  -1.625  6.366  1.566  0.28



Below is a single C8H10 molecule in a non-equilibrium geometry, with properties calculated with the ωB97M-V functional and the def2-TZVPD basis.

Properties
energy relative to the best compared isomer or geometry (same formula, charge and spin): 98.0 kcal/mol
frontier orbital gap: 0.3384 hartree
max |F|: 3.29 eV Å⁻¹
total charge: 0
SMILES string: C#C/C(C)=C\C=C\C

Each line ends with the Mulliken charge.
Cartesian coordinates (Å):
C  1.604  2.328  -0.377  -0.20
C  1.512  1.125  -0.422  -0.69
C  1.548  -0.265  -0.035  1.10
C  2.879  -0.642  0.381  -1.55
C  0.513  -1.065  0.019  -0.44
C  -0.937  -0.816  -0.270  -0.46
C  -1.489  0.271  0.178  0.18
C  -2.953  0.495  0.351  -1.21
H  1.742  3.311  -0.745  0.41
H  3.293  -1.408  -0.165  0.37
H  3.036  -0.907  1.477  0.27
H  3.453  0.217  0.219  0.45
H  0.747  -2.010  0.386  0.49
H  -1.592  -1.722  -0.512  0.23
H  -0.860  1.149  0.460  0.13
H  -3.423  -0.468  0.392  0.32
H  -3.569  0.708  -0.607  0.27
H  -3.165  1.213  1.125  0.33



Below is a single C5H5N3 molecule in a non-equilibrium geometry, with properties calculated with the ωB97M-V functional and the def2-TZVPD basis.

Properties
energy relative to the best compared isomer or geometry (same formula, charge and spin): 102.1 kcal/mol
frontier orbital gap: 0.3086 hartree
max |F|: 6.71 eV Å⁻¹
total charge: 0
SMILES string: C=C1C=NC=NN=C1

Each line ends with the Mulliken charge.
Cartesian coordinates (Å):
C  0.075  1.952  0.538  -0.72
C  0.147  0.751  -0.274  0.31
C  1.221  -0.175  -0.399  -0.02
N  1.301  -1.457  -0.013  -0.51
C  0.220  -1.835  0.783  0.17
N  -1.076  -1.414  0.694  -0.38
N  -1.479  -1.050  -0.518  -0.25
C  -1.046  0.099  -0.859  -0.16
H  1.024  2.325  0.830  0.35
H  -0.975  2.588  0.440  0.25
H  1.969  0.253  -1.175  0.29
H  0.187  -2.564  1.695  0.31
H  -1.567  0.527  -1.743  0.37



Below is C20H48O7Si2 as an isolated structure in a non-equilibrium geometry, with properties calculated with the ωB97M-V functional and the def2-TZVPD basis.

Properties
frontier orbital gap: 0.3611 hartree
max |F|: 8.95 eV Å⁻¹
total charge: 0

Each line ends with the Mulliken charge.
Cartesian coordinates (Å):
C  -0.079  -1.926  3.733  -0.58
C  -1.343  -2.453  2.830  -0.43
C  -1.347  -1.945  1.272  -0.59
C  0.077  -2.121  0.478  0.01
Si  1.175  -0.525  0.433  0.43
O  0.900  0.513  -0.958  -0.26
Si  2.349  0.559  -1.980  0.53
C  3.379  2.179  -1.795  -0.70
C  2.490  3.556  -1.738  -0.47
C  1.620  3.838  -3.117  -0.56
C  1.475  5.440  -3.478  -0.35
C  0.299  6.223  -2.641  -0.55
C  -0.657  7.200  -3.585  -0.42
O  -1.138  6.553  -4.815  -0.29
C  -0.719  7.275  -6.028  0.56
C  -1.673  8.357  -6.864  -0.78
O  0.509  7.068  -6.580  -0.51
H  -0.062  -2.439  4.790  0.10
H  -0.080  -0.751  3.906  0.19
H  0.926  -2.233  3.182  0.16
H  -1.340  -3.639  2.837  0.24
H  -2.326  -2.129  3.406  0.28
H  -1.795  -0.845  1.172  0.30
H  -2.132  -2.638  0.699  0.24
H  0.623  -3.061  0.921  0.36
H  -0.183  -2.362  -0.662  -0.26
H  2.579  -0.997  0.357  -0.18
H  1.102  0.252  1.696  -0.16
H  3.219  -0.606  -1.825  -0.17
H  1.873  0.521  -3.386  -0.18
H  4.087  2.059  -0.853  0.35
H  4.092  2.251  -2.749  0.28
H  1.794  3.609  -0.783  0.19
H  3.260  4.462  -1.657  0.34
H  2.252  3.354  -4.006  0.26
H  0.577  3.258  -3.129  0.23
H  1.370  5.528  -4.649  0.21
H  2.498  5.975  -3.196  0.26
H  0.843  6.964  -1.880  0.25
H  -0.345  5.489  -1.955  0.31
H  -1.531  7.572  -2.867  0.27
H  -0.008  8.163  -3.813  0.30
H  -2.077  9.230  -6.198  0.26
H  -1.014  8.861  -7.712  0.28
H  -2.557  7.800  -7.416  0.25
C  -0.030  -4.044  7.878  -0.86
O  -1.079  -3.139  7.553  -0.32
C  -2.373  -3.715  7.760  -0.47
C  -3.015  -3.185  9.044  -0.53
O  -2.327  -3.665  10.203  -0.37
C  -1.493  -2.669  10.785  -0.68
H  0.916  -3.496  7.851  0.24
H  -0.157  -4.467  8.879  0.44
H  0.011  -4.847  7.137  0.32
H  -2.319  -4.811  7.769  0.35
H  -2.992  -3.416  6.908  0.35
H  -4.041  -3.563  9.106  0.36
H  -3.059  -2.089  9.038  0.34
H  -2.110  -1.894  11.252  0.32
H  -0.828  -2.217  10.044  0.29
H  -0.881  -3.142  11.558  0.24
C  0.582  -3.727  -6.470  -0.64
O  0.270  -4.763  -5.546  -0.37
C  1.132  -4.745  -4.404  -0.67
C  0.423  -4.153  -3.184  -0.48
O  0.185  -2.752  -3.353  -0.18
C  -1.173  -2.471  -3.674  -0.86
H  -0.204  -3.697  -7.230  0.24
H  0.629  -2.749  -5.982  0.25
H  1.534  -3.943  -6.963  0.33
H  2.061  -4.204  -4.621  0.33
H  1.392  -5.787  -4.187  0.39
H  1.075  -4.260  -2.311  0.34
H  -0.512  -4.688  -2.973  0.40
H  -1.806  -2.654  -2.799  0.32
H  -1.521  -3.073  -4.517  0.36
H  -1.251  -1.414  -3.945  0.25



| no. | electronic energy (eV) |
| --- | --- |
| 1 | -19344.54033 |
| 2 | -142290.57979 |
| 3 | -32924.35293 |
| 4 | -8454.01820 |
| 5 | -9731.06025 |
| 6 | -51598.91775 |